59
Properties=species:S:1:pos:R:3:forces:R:3 method="wB97M-V/def2-TZVPD" total_charge=-2 s_squared=1.0175 e_lumo_ev="3.951 / 4.242" e_homo_ev="-1.84 / -1.89" multiplicity=2
Ru -0.14180 -0.75180 -0.84620 -1.3 -3.6 0.2
S 0.15890 0.08020 2.14220 0.4 -0.1 -0.3
P -1.54750 0.46480 1.21830 -0.7 0.2 0.2
C -1.58750 0.75440 -0.49760 1.4 -0.5 0.2
P -0.66380 2.16630 -0.92990 -0.8 0.5 -0.3
S 1.07550 2.66140 -0.18520 0.4 0.1 0.1
C -1.84660 3.54200 -0.65980 -0.1 -0.1 0.3
C -1.52420 4.62220 0.14660 0.1 0.0 -0.3
C -2.48880 5.55810 0.46990 -0.2 0.3 -0.1
C -3.78110 5.41130 -0.00360 -0.1 0.1 0.0
C -4.10570 4.33520 -0.81700 -0.2 0.1 -0.1
C -3.14260 3.40350 -1.14380 0.1 0.0 -0.2
C -0.60090 2.20190 -2.75280 0.1 0.0 0.1
C -1.08900 1.20670 -3.58730 -0.1 -0.1 0.2
C -0.92800 1.33170 -4.95680 0.0 0.0 -0.2
C -0.28870 2.44020 -5.48640 0.0 -0.1 -0.2
C 0.18940 3.43880 -4.65390 0.0 0.1 -0.1
C 0.02480 3.31990 -3.29020 0.0 0.0 0.0
C -2.34830 1.85020 2.10020 0.0 0.1 -0.2
C -3.71690 2.07030 1.98550 0.2 -0.1 0.0
C -4.28460 3.18560 2.56800 -0.2 0.1 0.1
C -3.49310 4.09030 3.25860 0.0 0.0 0.1
C -2.12470 3.88710 3.34910 -0.2 0.1 0.2
C -1.55180 2.77470 2.76560 0.0 -0.2 0.1
C -2.72060 -0.91840 1.44290 0.1 -0.1 0.1
C -2.69120 -1.65380 2.62160 -0.1 0.1 0.0
C -3.46910 -2.79170 2.75000 0.0 0.0 0.2
C -4.29290 -3.19260 1.71080 -0.1 -0.1 -0.1
C -4.35440 -2.43940 0.55040 -0.1 -0.2 0.0
C -3.55930 -1.31690 0.40920 0.0 0.3 0.0
H -0.50940 4.70490 0.51220 0.1 0.0 0.1
H -2.24030 6.40010 1.10410 0.0 0.0 0.1
H -4.54540 6.12760 0.27090 0.0 0.1 0.0
H -5.11710 4.22120 -1.18690 -0.1 0.0 0.0
H -3.37900 2.55180 -1.76910 -0.1 -0.1 0.0
H -1.57090 0.32350 -3.17260 0.1 0.2 0.0
H -1.28780 0.55350 -5.61540 0.0 -0.1 0.0
H -0.14030 2.52080 -6.55380 0.0 0.0 -0.1
H 0.70340 4.29700 -5.06790 0.0 0.0 0.0
H 0.40920 4.06480 -2.60480 0.1 0.1 -0.1
H -4.32690 1.36510 1.43590 0.0 0.0 0.0
H -5.35110 3.35140 2.47990 0.0 0.0 0.0
H -3.94490 4.95850 3.72050 0.0 0.1 0.0
H -1.50000 4.60010 3.87210 0.0 0.1 0.0
H -0.48260 2.61040 2.81230 0.0 -0.1 0.0
H -2.02970 -1.33410 3.41700 0.1 -0.1 0.0
H -3.41530 -3.38590 3.65370 0.0 0.0 0.0
H -4.87540 -4.10240 1.79340 0.0 0.0 0.0
H -5.00160 -2.74990 -0.25830 0.0 0.0 -0.1
H -3.55490 -0.75520 -0.51640 0.0 0.0 0.0
S -1.76470 -2.30630 -2.22810 1.4 1.4 0.7
C -1.70610 -3.77530 -1.32470 1.2 0.8 1.1
C -2.50240 -4.80050 -1.84120 -0.8 -0.9 -0.4
N -3.18200 -5.61490 -2.29230 -0.1 -0.1 0.0
C -0.96160 -3.97430 -0.17870 -0.5 1.0 -1.3
S 0.05360 -2.80140 0.56710 -0.1 1.6 -0.8
C -1.01530 -5.20310 0.48990 -0.2 -1.1 0.5
N -1.04430 -6.20050 1.06670 0.0 -0.1 0.0
I 1.91340 -0.69420 -2.48280 0.3 0.3 -0.2

64
Properties=species:S:1:pos:R:3:forces:R:3 method="wB97M-V/def2-TZVPD" total_charge=-1 s_squared=0.7573 e_lumo_ev="1.538 / 1.278" e_homo_ev="-5.78 / -5.72" multiplicity=2
Ru -0.08131 -0.25111 -0.08772 0.1 -0.2 0.1
O -3.94299 -1.63883 3.41598 0.0 0.0 -0.1
C -2.93783 -2.48115 3.70578 0.0 0.0 0.0
C -3.14162 -3.37809 4.75774 0.0 0.0 0.0
C -2.15490 -4.27115 5.11844 0.0 0.0 0.0
C -0.93577 -4.29722 4.44322 0.0 0.0 0.0
C -0.73057 -3.41740 3.40140 0.0 0.0 0.0
C -1.71529 -2.50672 3.01180 0.1 0.0 -0.1
C -1.41574 -1.60004 1.88556 -0.1 -0.1 0.1
O -0.29838 -1.74222 1.26612 0.0 0.0 0.2
N -2.34607 -0.70987 1.55565 0.2 0.2 -0.2
N -1.88122 0.06222 0.52939 -0.8 0.0 0.2
C -2.56492 0.99246 -0.02291 0.1 0.1 -0.1
C -1.85260 1.73482 -1.06204 -0.2 -0.1 0.2
C -2.39291 2.83879 -1.69125 0.1 0.1 -0.1
C -1.61288 3.52650 -2.60518 -0.1 0.0 0.0
C -0.32656 3.08835 -2.86422 0.0 0.0 0.0
C 0.14676 1.96632 -2.20798 0.0 0.0 0.1
N -0.60412 1.29448 -1.33825 0.0 0.1 -0.1
H -3.63084 -1.04196 2.69411 0.0 0.0 0.0
H -4.08906 -3.34018 5.27885 0.0 0.0 0.0
H -2.33239 -4.95394 5.94076 0.0 0.0 0.0
H -0.15929 -4.99137 4.73420 0.0 0.0 0.0
H 0.20542 -3.40296 2.85937 0.0 0.0 0.0
H -3.56261 1.25212 0.30740 0.0 0.0 0.0
H -3.38684 3.17171 -1.42838 0.0 0.0 0.0
H -2.00064 4.41042 -3.09434 0.0 0.0 0.0
H 0.32276 3.61520 -3.54779 0.0 0.0 0.0
H 1.15710 1.60620 -2.33350 0.0 0.0 0.0
O 2.17495 1.99296 -0.14940 0.1 -0.1 0.2
S 2.95169 1.50145 0.99038 -0.1 0.2 -0.1
O 4.38510 1.51820 0.76445 0.0 0.0 0.0
O 2.46537 0.21451 1.49404 0.2 -0.1 -0.1
C 2.66506 2.70136 2.29540 -0.2 0.1 0.0
C 3.79716 3.14678 2.96540 0.0 0.0 0.0
C 3.70902 4.11346 3.95471 0.0 0.0 0.0
C 2.47617 4.64890 4.28070 0.0 0.0 0.0
C 1.33780 4.20355 3.62719 0.0 0.0 0.0
C 1.41192 3.23128 2.63552 0.1 -0.1 0.0
S -0.17328 2.76262 1.92173 -0.1 0.1 -0.1
O -0.32448 3.49577 0.67749 0.0 -0.1 0.0
O -1.14400 3.12082 2.93617 0.0 0.0 0.0
O -0.11206 1.29984 1.73907 0.5 -0.2 -0.2
H 4.75028 2.72648 2.67691 0.0 0.0 0.0
H 4.60513 4.44759 4.46366 0.0 0.0 0.0
H 2.39309 5.40781 5.04948 0.0 0.0 0.0
H 0.36197 4.58746 3.88875 0.0 0.0 0.0
I 2.35924 -1.02262 -1.12227 -0.2 0.1 0.3
C 1.40281 -1.71263 -2.82890 0.1 0.0 0.1
C 2.11574 -2.02607 -3.94952 -0.1 0.0 -0.1
C 1.45136 -2.59236 -5.05847 0.1 0.0 0.0
C 0.12028 -2.87173 -4.97742 0.0 0.0 0.0
C -0.62293 -2.56795 -3.80857 0.0 0.0 0.0
C -1.98081 -2.94887 -3.70272 0.0 0.0 -0.1
C -2.66170 -2.69934 -2.55389 0.0 0.0 0.1
C -2.05533 -1.98056 -1.49738 0.1 0.0 -0.1
C -0.75255 -1.52906 -1.55027 0.0 0.0 -0.1
C 0.00388 -1.90961 -2.71589 0.0 -0.1 0.0
H 3.18434 -1.85996 -3.98265 0.0 0.0 0.0
H 2.01113 -2.82920 -5.95449 0.0 0.0 0.0
H -0.39424 -3.34720 -5.80452 0.0 0.0 0.0
H -2.44789 -3.46221 -4.53550 0.0 0.0 0.0
H -3.69040 -3.02300 -2.44719 0.0 0.0 0.0
H -2.67181 -1.78546 -0.63376 0.0 0.0 0.1

70
Properties=species:S:1:pos:R:3:forces:R:3 method="wB97M-V/def2-TZVPD" total_charge=-2 s_squared=3.7646 e_lumo_ev="3.450 / 3.449" e_homo_ev="-1.02 / -1.06" multiplicity=4
V 0.00077 -0.19499 -0.72367 0.5 -0.5 0.6
N -2.30553 1.98019 -1.21037 0.1 0.1 0.0
P -1.51786 1.51879 0.28329 -0.5 0.4 -0.2
C -1.09772 3.21447 0.79966 0.1 0.0 0.1
C -2.03191 4.16504 1.21067 0.0 0.0 0.0
C -1.64088 5.47575 1.43263 0.0 0.0 0.0
C -0.31381 5.84624 1.24303 0.0 0.0 0.0
C 0.61376 4.90888 0.81993 0.0 0.0 0.0
C 0.22356 3.59512 0.59065 0.0 0.0 0.0
C -3.10786 1.14393 1.14406 0.0 0.0 0.1
C -3.38286 1.54376 2.45108 0.0 0.0 0.0
C -4.57806 1.19170 3.05968 0.0 0.0 0.0
C -5.51311 0.42348 2.37765 0.0 0.0 0.0
C -5.25062 0.02285 1.07651 0.0 0.0 0.0
C -4.06093 0.39088 0.46258 0.0 0.0 0.0
C -1.97903 1.48662 -2.43702 0.0 -0.1 0.0
C -2.48253 2.11351 -3.59109 0.0 0.0 0.0
C -2.15185 1.61279 -4.82428 0.0 0.0 0.0
C -1.32181 0.49892 -4.89572 0.0 0.0 0.0
C -0.86488 -0.04813 -3.71821 -0.1 0.0 0.1
N -1.18423 0.40634 -2.49145 -0.4 0.3 -0.5
H -2.89383 2.79933 -1.21976 0.0 0.0 0.0
H -3.06698 3.88490 1.36469 0.0 0.0 0.0
H -2.36974 6.20749 1.76124 0.0 0.0 0.0
H -0.00608 6.86817 1.43140 0.0 0.0 0.0
H 1.65206 5.18114 0.68077 0.0 0.0 0.0
H 0.95612 2.86332 0.27406 0.0 0.0 0.0
H -2.64972 2.12164 3.00056 0.0 0.0 0.0
H -4.77094 1.50753 4.07789 0.0 0.0 0.0
H -6.43994 0.13734 2.86065 0.0 0.0 0.0
H -5.96589 -0.58511 0.53570 0.0 0.0 0.0
H -3.86442 0.07135 -0.55424 0.0 0.0 0.0
H -3.10494 2.99266 -3.48275 0.0 0.0 0.0
H -2.52014 2.09221 -5.72354 0.0 0.0 0.0
H -1.00903 0.07423 -5.83861 0.0 0.0 0.0
H -0.20024 -0.89859 -3.72783 0.0 -0.1 0.0
N -2.26438 -2.45995 -1.76700 0.0 0.0 0.0
C -2.23791 -2.36910 -0.40520 0.0 0.0 0.0
N -1.47036 -1.55488 0.27140 -0.2 -0.2 0.1
C -1.71499 -1.67777 1.64108 -0.1 0.0 0.0
C -2.68599 -2.56280 1.96542 0.0 0.0 0.0
S -3.31124 -3.32932 0.55581 0.0 0.0 0.0
C -1.04469 -0.90900 2.70394 0.0 0.1 0.0
C -0.85943 -1.43530 3.93996 0.0 0.0 0.0
S -0.25559 -0.23477 5.01318 0.0 0.0 0.0
C -0.30127 0.91183 3.70679 -0.1 -0.1 -0.1
N -0.73887 0.42955 2.57934 0.0 0.0 0.0
N 0.04084 2.22633 3.88461 0.0 0.1 0.0
H -1.35873 -2.24139 -2.20137 0.0 0.0 0.0
H -2.66121 -3.31741 -2.11774 0.0 0.0 0.0
H -3.08909 -2.75404 2.94358 0.0 0.0 0.0
H -0.98083 -2.45911 4.24876 0.0 0.0 0.0
H 0.43702 2.39541 4.79942 0.1 0.0 0.0
H 0.74272 2.51444 3.16809 0.0 0.0 0.1
S 3.42649 -1.72576 6.49743 0.0 0.0 0.0
C 3.08270 -1.03254 5.00665 0.0 0.0 0.0
S 3.23839 0.63435 4.65345 0.0 0.0 0.0
C 2.67862 0.65461 2.98395 0.1 0.1 0.0
C 2.28026 -0.56143 2.51566 -0.1 -0.1 0.0
S 1.68704 -1.13618 0.97832 0.2 -0.1 0.0
S 2.51424 -1.89080 3.64798 0.0 0.0 0.1
S 2.74701 2.21031 2.21879 -0.1 0.0 0.0
S 4.92426 -1.12561 -6.13127 0.0 0.0 0.0
C 3.86234 -0.94345 -4.85471 0.0 0.0 0.0
S 2.94043 -2.22083 -4.18578 0.0 0.0 0.0
C 2.07208 -1.32052 -2.96290 0.0 0.0 0.0
C 2.36284 0.00388 -2.89437 -0.1 0.0 0.0
S 1.70429 1.20731 -1.82913 0.2 0.2 -0.1
S 3.56341 0.54173 -4.05516 0.0 0.0 0.0
S 0.91914 -2.19302 -1.98050 0.1 -0.1 0.0